Entry 1:
Here is 4 unconnected molecules or ions with the total composition C49H37IO9S from the OMol25 dataset. Energies are from wB97M-V/def2-TZVPD.

The geometry in ORCA input format:
```
! wB97M-V def2-TZVPD RIJCOSX def2/J DEFGRID3
* xyz 0 1
C 1.02 2.62 -2.21
C 1.73 1.79 -3.31
C 2.31 0.50 -2.72
I 2.03 -1.13 -4.13
C 3.75 0.60 -2.12
C 4.33 2.02 -2.02
C 5.07 2.52 -3.28
S 5.23 1.37 -4.63
O 4.05 1.45 -5.43
O 6.49 1.62 -5.26
O 5.32 -0.07 -3.97
C 4.83 -0.32 -2.64
H 1.42 2.37 -1.23
H -0.04 2.37 -2.18
H 1.16 3.69 -2.34
H 2.46 2.37 -3.87
H 0.97 1.50 -4.03
H 1.65 0.21 -1.91
H 3.63 0.29 -1.08
H 5.08 1.96 -1.23
H 3.59 2.73 -1.68
H 4.51 3.33 -3.74
H 6.07 2.90 -3.06
H 5.68 -0.25 -1.97
H 4.50 -1.36 -2.61
O -1.06 -0.13 -1.40
C -2.04 -0.83 -1.23
C -2.79 -0.80 0.05
C -2.36 0.06 1.05
C -3.06 0.14 2.24
C -4.19 -0.64 2.43
C -4.62 -1.51 1.44
C -3.92 -1.60 0.25
C -4.37 -2.56 -0.80
O -5.31 -3.30 -0.61
C -3.62 -2.59 -2.09
C -4.02 -3.45 -3.10
C -3.34 -3.47 -4.30
C -2.25 -2.63 -4.51
C -1.84 -1.77 -3.50
C -2.52 -1.75 -2.29
H -1.47 0.65 0.89
H -2.73 0.82 3.02
H -4.75 -0.57 3.36
H -5.49 -2.13 1.59
H -4.87 -4.10 -2.93
H -3.65 -4.15 -5.09
H -1.72 -2.64 -5.45
H -1.00 -1.10 -3.62
O -2.55 7.60 1.83
C -1.59 6.86 1.76
C -1.69 5.53 1.08
C -2.90 5.16 0.50
C -3.00 3.95 -0.16
C -1.90 3.10 -0.24
C -0.71 3.46 0.35
C -0.59 4.68 1.01
C 0.71 5.04 1.65
O 1.65 4.27 1.63
C 0.81 6.37 2.30
C 2.02 6.75 2.87
C 2.15 7.99 3.47
C 1.07 8.87 3.49
C -0.14 8.49 2.93
C -0.27 7.24 2.34
H -3.75 5.83 0.57
H -3.94 3.66 -0.61
H -1.98 2.16 -0.76
H 0.15 2.81 0.30
H 2.86 6.06 2.85
H 3.09 8.28 3.91
H 1.18 9.84 3.95
H -0.99 9.17 2.95
O 1.27 -8.09 1.96
C 0.70 -7.04 2.16
C 0.90 -6.28 3.42
C 1.77 -6.78 4.38
C 2.00 -6.07 5.55
C 1.35 -4.86 5.77
C 0.47 -4.36 4.82
C 0.24 -5.07 3.65
C -0.73 -4.52 2.65
O -1.34 -3.50 2.87
C -0.91 -5.28 1.38
C -1.78 -4.77 0.42
C -1.95 -5.43 -0.78
C -1.25 -6.61 -1.03
C -0.39 -7.13 -0.08
C -0.22 -6.46 1.13
H 2.28 -7.72 4.20
H 2.68 -6.46 6.29
H 1.54 -4.30 6.68
H -0.04 -3.42 4.98
H -2.32 -3.86 0.63
H -2.62 -5.03 -1.52
H -1.37 -7.12 -1.98
H 0.16 -8.04 -0.26
*
```

The SMILES is CC[C@@H](I)[C@@H]1CCS(=O)(=O)OC1.O=C1c2ccccc2C(=O)c2ccccc21.O=C1c2ccccc2C(=O)c2ccccc21.O=C1c2ccccc2C(=O)c2ccccc21. For the energy relative to the best compared isomer or geometry (same formula, charge and spin), the calculation gives 0.000 eV. The energy is -88777.9496 eV.

=====

Entry 2:
Here is a molecular structure, C49H38BiIN3P2SSbSe4 from the OMol25 dataset. Energies are from wB97M-V/def2-TZVPD.

The geometry in ORCA input format:
```
! wB97M-V def2-TZVPD RIJCOSX def2/J DEFGRID3
* xyz 0 1
Bi -1.38 -0.93 -0.69
I 1.95 0.38 1.04
C 2.13 0.88 3.09
C 3.34 0.50 3.60
C 3.73 0.86 4.91
C 2.90 1.64 5.66
C 1.64 2.06 5.15
C 0.85 2.91 5.95
C -0.37 3.34 5.52
C -0.86 2.88 4.29
C -0.14 2.03 3.48
P -1.04 1.36 1.99
C -1.34 2.93 1.06
C -2.55 3.40 0.56
C -2.61 4.61 -0.13
C -1.46 5.35 -0.34
C -0.24 4.87 0.12
C -0.18 3.67 0.81
C -2.55 0.78 2.87
C -3.86 1.25 2.82
C -4.88 0.58 3.48
C -4.61 -0.57 4.20
C -3.31 -1.05 4.28
C -2.29 -0.38 3.61
C 1.18 1.64 3.87
H 4.03 -0.06 2.99
H 4.68 0.53 5.30
H 3.19 1.97 6.65
H 1.24 3.22 6.92
H -0.97 4.01 6.13
H -1.85 3.18 3.98
H -3.45 2.82 0.66
H -3.56 4.96 -0.50
H -1.51 6.29 -0.87
H 0.67 5.43 -0.05
H 0.78 3.31 1.17
H -4.11 2.14 2.27
H -5.89 0.95 3.41
H -5.41 -1.11 4.69
H -3.08 -1.94 4.85
H -1.28 -0.75 3.67
Se -5.45 -0.86 -3.85
Sb -4.59 -2.20 -2.08
Se -2.05 -2.65 -2.51
Se -3.89 -0.61 -0.11
Se -5.56 -4.15 -1.14
C 6.61 -0.54 -3.20
C 6.08 -0.07 -2.02
C 4.70 -0.09 -1.82
C 3.85 -0.59 -2.81
C 4.40 -1.06 -4.00
C 5.77 -1.04 -4.20
P 2.04 -0.57 -2.48
C 1.64 -2.36 -2.60
C 1.51 -3.03 -1.39
C 1.24 -4.39 -1.35
C 1.07 -5.09 -2.53
C 1.20 -4.43 -3.75
C 1.49 -3.08 -3.79
C 1.41 0.17 -4.03
C 0.19 -0.20 -4.59
C -0.35 0.53 -5.65
C 0.32 1.63 -6.16
C 1.54 2.01 -5.61
C 2.08 1.29 -4.55
H 7.68 -0.51 -3.36
H 6.73 0.32 -1.24
H 4.28 0.27 -0.89
H 3.76 -1.44 -4.78
H 6.19 -1.40 -5.12
H 1.65 -2.47 -0.46
H 1.14 -4.89 -0.39
H 0.83 -6.14 -2.51
H 1.06 -4.98 -4.67
H 1.58 -2.58 -4.74
H -0.35 -1.05 -4.21
H -1.31 0.22 -6.06
H -0.11 2.20 -6.97
H 2.07 2.86 -6.00
H 3.03 1.60 -4.13
S -2.55 2.98 -3.57
C -0.96 3.15 -2.95
C -0.66 2.06 -2.20
N -1.67 1.12 -2.12
C -2.72 1.49 -2.80
H -0.34 4.00 -3.16
H 0.28 1.89 -1.69
H -3.63 0.89 -2.88
N -1.91 -5.90 5.39
C -1.80 -5.30 4.42
C -1.64 -4.51 3.22
C -0.57 -3.62 3.12
C -0.50 -2.83 1.99
N -1.39 -2.89 1.00
C -2.39 -3.78 1.08
C -2.56 -4.60 2.18
H 0.16 -3.54 3.90
H 0.30 -2.10 1.88
H -3.08 -3.83 0.25
H -3.39 -5.28 2.22
*
```

For the energy relative to the best compared isomer or geometry (same formula, charge and spin), the calculation gives 0.000 eV. The energy is -367179.0404 eV.

=====

Entry 3:
Here is a molecular structure, C49H38Br2GeN2O3S4Ta in a non-equilibrium geometry from the OMol25 dataset. Energies are from wB97M-V/def2-TZVPD.

The geometry in ORCA input format:
```
! wB97M-V def2-TZVPD RIJCOSX def2/J DEFGRID3
* xyz 1 1
Ta 0.57 -0.03 0.62
S -0.67 1.98 1.44
C 0.46 3.21 1.98
C -0.05 4.30 2.70
C 0.80 5.30 3.15
C 2.17 5.23 2.90
C 2.68 4.16 2.20
C 1.82 3.16 1.73
S 2.54 1.77 0.90
C 2.76 2.44 -0.78
C 1.69 2.20 -1.82
C 2.03 2.52 -3.13
C 1.10 2.34 -4.13
C -0.16 1.87 -3.78
C -0.44 1.60 -2.45
C -1.85 1.20 -2.09
S -1.96 -0.52 -1.48
C -2.87 -0.06 0.17
C -4.14 0.46 -0.10
C -5.07 0.67 0.91
C -4.75 0.31 2.21
C -3.52 -0.25 2.50
C -2.57 -0.44 1.48
S -1.04 -1.18 2.04
N 0.49 1.74 -1.49
H -1.11 4.34 2.91
H 0.39 6.13 3.71
H 2.83 6.01 3.26
H 3.74 4.08 2.01
H 3.70 2.02 -1.12
H 2.89 3.51 -0.63
H 3.02 2.90 -3.36
H 1.34 2.57 -5.16
H -0.93 1.73 -4.53
H -2.49 1.26 -2.96
H -2.23 1.82 -1.28
H -4.40 0.70 -1.13
H -6.03 1.10 0.68
H -5.46 0.46 3.01
H -3.26 -0.53 3.51
Br -3.69 -1.40 -3.95
C -1.83 -1.86 -3.97
C -1.47 -2.76 -5.00
C -0.16 -3.01 -5.20
Br 0.32 -4.23 -6.57
C 0.85 -2.38 -4.43
C 2.22 -2.49 -4.73
C 3.13 -1.79 -4.00
C 2.66 -1.07 -2.89
N 1.40 -0.98 -2.53
C 0.45 -1.55 -3.33
C -0.95 -1.27 -3.10
O -0.59 -0.57 -0.66
H -2.23 -3.22 -5.61
H 2.53 -3.12 -5.55
H 4.18 -1.80 -4.23
H 3.38 -0.59 -2.23
O 3.52 -0.56 -0.30
C 2.85 -1.44 0.19
O 1.97 -1.13 1.19
C 2.89 -2.87 -0.32
C 1.62 -3.72 -0.10
Ge 1.64 -4.65 1.67
C -0.09 -5.45 2.08
C -0.19 -6.27 3.20
C -1.41 -6.84 3.55
C -2.54 -6.60 2.77
C -2.44 -5.79 1.65
C -1.22 -5.22 1.30
C 3.07 -5.97 1.45
C 3.78 -6.40 2.58
C 4.81 -7.33 2.47
C 5.15 -7.84 1.22
C 4.45 -7.43 0.09
C 3.42 -6.51 0.21
C 2.21 -3.49 3.13
C 3.55 -3.09 3.22
C 3.93 -2.09 4.11
C 2.98 -1.48 4.92
C 1.66 -1.90 4.88
C 1.28 -2.91 3.99
H 3.73 -3.38 0.18
H 3.16 -2.77 -1.36
H 1.61 -4.52 -0.84
H 0.72 -3.13 -0.30
H 0.69 -6.47 3.81
H -1.48 -7.48 4.42
H -3.49 -7.04 3.05
H -3.32 -5.60 1.04
H -1.16 -4.59 0.42
H 3.53 -6.00 3.56
H 5.35 -7.65 3.35
H 5.95 -8.57 1.13
H 4.70 -7.84 -0.88
H 2.89 -6.21 -0.68
H 4.30 -3.56 2.60
H 4.97 -1.79 4.18
H 3.27 -0.69 5.60
H 0.92 -1.45 5.53
H 0.25 -3.25 3.97
*
```

For the energy relative to the best compared isomer or geometry (same formula, charge and spin), the calculation gives 1.224 eV. The energy is -302041.0501 eV.